{"formula": "C25H52Cl3N2O9P2S4", "method": "wB97M-V/def2-TZVPD", "symbols": ["C", "C", "N", "C", "P", "C", "C", "C", "Cl", "C", "Cl", "C", "C", "Cl", "P", "N", "O", "H", "H", "H", "H", "H", "H", "H", "H", "H", "H", "H", "H", "H", "H", "H", "H", "H", "H", "H", "H", "C", "C", "C", "S", "O", "O", "C", "H", "H", "H", "H", "H", "H", "H", "H", "C", "C", "C", "S", "O", "O", "C", "H", "H", "H", "H", "H", "H", "H", "H", "C", "C", "C", "S", "O", "O", "C", "H", "H", "H", "H", "H", "H", "H", "H", "C", "C", "C", "S", "O", "O", "C", "H", "H", "H", "H", "H", "H", "H", "H"], "positions_angstrom": [[1.25404, 3.73836, 3.85761], [0.95294, 3.82010, 2.38481], [0.25112, 4.72323, 1.86798], [1.48451, 2.83604, 1.33025], [2.50117, 1.38862, 1.76978], [2.69186, 0.53438, 0.17103], [3.84171, -0.46562, -0.09258], [3.33834, -1.66159, -0.89872], [4.64345, -1.03853, 1.38659], [1.44378, 0.38842, 2.90684], [2.19947, -1.08567, 3.51000], [0.07725, 0.11204, 2.19813], [-0.22525, -1.33163, 1.86164], [-1.20736, 0.77044, 3.25604], [4.38374, 2.16825, 2.76157], [5.41109, 2.01476, 1.42716], [4.02905, 3.76131, 2.81438], [1.78093, 2.84637, 4.18526], [0.32389, 3.84432, 4.41732], [1.89814, 4.58026, 4.11802], [-0.10356, 5.37414, 2.56898], [2.09227, 3.40344, 0.61529], [0.62013, 2.48454, 0.76435], [1.72449, 0.06034, -0.02913], [2.76810, 1.35678, -0.54958], [4.59014, 0.05308, -0.68955], [2.36800, -1.99733, -0.52374], [4.02338, -2.50030, -0.79000], [3.23568, -1.39267, -1.95071], [1.23381, 0.97625, 3.79411], [0.02306, 0.67392, 1.26838], [-1.14911, -1.31211, 1.28657], [0.52899, -1.78140, 1.21239], [-0.39288, -1.94007, 2.74954], [5.18899, 2.58686, 0.61675], [6.35728, 2.24313, 1.72124], [3.92231, 4.20105, 1.95703], [-4.65630, -3.36682, -1.72705], [-3.86523, -3.31344, -3.04234], [-2.60230, -2.48633, -2.77729], [-2.23386, -2.68097, -1.04038], [-2.39335, -1.39443, -0.38885], [-1.00129, -3.41224, -0.84781], [-3.64447, -3.70163, -0.63199], [-5.45772, -4.10226, -1.76227], [-5.10389, -2.39123, -1.52695], [-3.59197, -4.32554, -3.34637], [-4.45180, -2.87279, -3.84612], [-1.74407, -2.82598, -3.35200], [-2.75587, -1.41808, -2.90837], [-3.97885, -3.45771, 0.37360], [-3.31597, -4.73957, -0.67816], [-2.65071, 2.86783, -0.97420], [-2.52016, 3.86740, -2.13081], [-2.77948, 3.09645, -3.42974], [-3.87572, 1.74438, -2.99477], [-3.15309, 0.50237, -3.17299], [-5.17704, 1.90614, -3.58504], [-3.92933, 2.07970, -1.23646], [-2.68193, 3.36561, -0.00576], [-1.79554, 2.18661, -0.97882], [-3.25900, 4.66206, -2.01259], [-1.53512, 4.33059, -2.15500], [-3.26104, 3.70046, -4.19484], [-1.86439, 2.65073, -3.81319], [-3.98629, 1.13245, -0.70361], [-4.82266, 2.67516, -1.04897], [0.26170, -4.17153, 7.30829], [0.08443, -3.49599, 5.94068], [-0.07569, -4.60734, 4.89731], [-0.80453, -6.00921, 5.76648], [0.14702, -7.08841, 5.77183], [-2.14992, -6.22011, 5.30300], [-0.82064, -5.24312, 7.38726], [0.17570, -3.45966, 8.12753], [1.24746, -4.63686, 7.36943], [-0.81220, -2.87249, 5.95640], [0.92759, -2.85199, 5.69396], [-0.74013, -4.33882, 4.07958], [0.88121, -4.94008, 4.49964], [-0.63762, -6.01185, 8.13382], [-1.80982, -4.80903, 7.52963], [1.85232, 2.46995, -7.44222], [1.72677, 1.03545, -6.90987], [1.97063, 1.08773, -5.39620], [1.45753, 2.73122, -4.86727], [2.60554, 3.44599, -4.37113], [0.27180, 2.63387, -4.04632], [1.03432, 3.34118, -6.49455], [1.49121, 2.55523, -8.46514], [2.89709, 2.78589, -7.42751], [0.72239, 0.65823, -7.10872], [2.43169, 0.36189, -7.39337], [1.38631, 0.35573, -4.84396], [3.02539, 0.99037, -5.14597], [1.27230, 4.40130, -6.53848], [-0.03637, 3.19002, -6.63003]], "forces_ev_per_a": [[0.071, 0.250, 0.098], [0.196, -0.350, -0.018], [-0.348, 0.394, -0.157], [0.182, -0.026, 0.136], [-0.154, -0.053, -0.001], [0.052, 0.096, -0.128], [-0.281, 0.056, -0.514], [-0.158, -0.074, 0.311], [0.035, -0.034, 0.152], [-0.412, -0.198, -0.212], [0.198, 0.001, 0.159], [0.333, -0.317, 0.157], [-0.485, 0.082, -0.135], [-0.094, 0.120, -0.071], [0.541, -0.094, 0.188], [-0.167, 0.527, 0.087], [-0.324, -0.072, -0.178], [-0.062, -0.051, -0.008], [0.046, -0.144, 0.013], [-0.040, -0.038, 0.034], [-0.006, 0.023, -0.019], [-0.088, -0.006, -0.008], [0.069, 0.033, -0.094], [0.034, -0.007, 0.079], [-0.041, -0.070, -0.029], [0.201, -0.029, 0.322], [0.042, -0.013, -0.048], [0.082, 0.086, -0.229], [-0.025, -0.035, 0.022], [0.163, 0.210, -0.098], [-0.143, 0.095, 0.070], [0.031, -0.122, 0.048], [0.097, 0.021, 0.176], [0.255, 0.029, -0.004], [0.058, -0.128, -0.076], [0.068, -0.290, -0.145], [0.077, 0.094, 0.178], [0.038, 0.049, -0.022], [-0.003, 0.002, 0.104], [-0.005, -0.096, -0.119], [-0.081, -0.219, -0.110], [0.003, 0.043, -0.007], [0.079, 0.168, 0.138], [-0.155, -0.003, -0.078], [-0.002, -0.007, 0.005], [-0.016, -0.003, 0.014], [0.005, -0.004, 0.012], [0.000, 0.019, 0.000], [0.066, 0.028, 0.068], [-0.060, -0.070, -0.109], [0.081, 0.020, 0.026], [0.020, 0.001, -0.013], [0.021, 0.001, -0.024], [-0.015, -0.015, 0.004], [0.041, 0.170, 0.017], [0.025, -0.003, 0.253], [-0.058, 0.120, -0.210], [0.023, -0.051, -0.061], [0.028, 0.059, 0.122], [0.008, 0.013, 0.003], [-0.006, -0.042, 0.000], [-0.016, -0.011, 0.012], [0.010, 0.006, -0.009], [-0.042, -0.071, -0.037], [-0.101, -0.017, -0.004], [-0.015, -0.051, -0.083], [0.004, 0.018, -0.006], [0.005, -0.044, -0.077], [-0.023, -0.021, -0.003], [0.053, 0.210, -0.017], [-0.018, 0.071, 0.004], [0.011, -0.042, -0.007], [-0.023, -0.047, -0.011], [0.052, 0.106, 0.086], [0.001, 0.006, 0.003], [0.000, -0.011, 0.014], [-0.012, -0.007, 0.011], [0.000, 0.021, 0.022], [-0.016, -0.065, -0.019], [-0.004, -0.077, 0.035], [-0.018, -0.056, -0.046], [-0.016, -0.017, -0.015], [0.036, -0.043, 0.059], [-0.014, 0.047, 0.013], [-0.012, -0.124, -0.127], [-0.163, -0.148, -0.186], [0.104, 0.031, 0.156], [0.158, 0.038, 0.124], [0.028, 0.033, -0.133], [0.001, 0.001, -0.005], [0.001, 0.020, -0.008], [-0.010, 0.011, 0.012], [-0.001, -0.008, -0.001], [-0.005, 0.032, 0.059], [0.015, 0.066, 0.010], [-0.001, 0.010, 0.069], [-0.008, -0.008, 0.036]], "charge": 1, "homo_energy_ev": -11.81, "lumo_ev": -2.8, "fmax_ev_per_a": 0.6, "e_tot_ev": -147655.9528, "orbital_gap_ha": 0.331}